The following is a quantum chemistry calculation of a molecular structure, C22H23Br2N2O4Os, from the OMol25 dataset.

Summary:
Electronic energy   -176901.0348 eV
Relative energy (zero: lowest compared OMol25 entry of this formula, charge and spin)   0.0000 eV
Frontier orbital gap   6.92 eV
Net charge   +1

Geometry (Å):
1 Os 1.474 -0.043 0.545
2 Br 0.489 -1.233 5.273
3 Br -1.344 -5.985 2.859
4 O 4.536 0.387 0.973
5 O 3.047 -0.612 -0.298
6 O -0.068 0.727 -0.158
7 O 1.198 -0.537 2.333
8 N 0.793 -1.946 0.179
9 N 4.393 -0.040 -0.088
10 C -0.376 -3.517 3.808
11 C 0.388 -2.527 1.351
12 C 0.227 3.118 -0.564
13 C -1.111 4.131 -2.296
14 C 0.738 -2.625 -0.960
15 C 1.268 -2.017 -2.217
16 C -0.266 -4.504 0.189
17 C 0.193 -3.925 -0.961
18 C -0.117 4.219 -1.336
19 C -0.417 1.900 -0.817
20 C -2.428 0.613 -1.797
21 C 0.435 3.374 1.926
22 C 1.183 3.323 0.591
23 C -0.168 -3.809 1.411
24 C 0.599 -1.754 2.501
25 C 2.316 2.310 0.644
26 C 0.219 -2.239 3.721
27 C -1.800 -0.668 -2.336
28 C -0.561 -4.282 2.692
29 C -3.129 0.356 -0.459
30 C -1.496 1.808 -1.701
31 C -1.809 2.944 -2.443
32 H 1.120 3.583 2.749
33 H 1.657 4.294 0.430
34 H -2.635 2.892 -3.140
35 H 1.054 -0.951 -2.262
36 H -1.145 -1.111 -1.588
37 H 0.820 -2.497 -3.084
38 H -2.415 0.029 0.299
39 H -3.883 -0.426 -0.573
40 H -1.233 -0.486 -3.250
41 H -1.368 4.993 -2.897
42 H -0.676 -3.883 4.780
43 H 2.049 1.491 1.401
44 H 0.388 5.162 -1.165
45 H -3.627 1.255 -0.094
46 H -0.694 -5.498 0.174
47 H 3.175 2.692 1.197
48 H 2.349 -2.150 -2.261
49 H -0.327 4.151 1.909
50 H -0.063 2.422 2.127
51 H -2.583 -1.393 -2.565
52 H -3.198 0.913 -2.511
53 H 2.689 2.026 -0.339
54 H 0.143 -4.455 -1.902